(1)
{"formula": "C46H115N3O22", "method": "wB97M-V/def2-TZVPD", "symbols": ["O", "O", "O", "O", "O", "O", "O", "O", "O", "O", "O", "O", "O", "O", "O", "O", "O", "O", "O", "O", "O", "O", "N", "N", "N", "C", "C", "C", "C", "C", "C", "C", "C", "C", "C", "C", "C", "C", "C", "C", "C", "C", "C", "C", "C", "C", "C", "C", "C", "C", "C", "C", "C", "C", "C", "C", "C", "C", "C", "C", "C", "C", "C", "C", "C", "C", "C", "C", "C", "C", "C", "H", "H", "H", "H", "H", "H", "H", "H", "H", "H", "H", "H", "H", "H", "H", "H", "H", "H", "H", "H", "H", "H", "H", "H", "H", "H", "H", "H", "H", "H", "H", "H", "H", "H", "H", "H", "H", "H", "H", "H", "H", "H", "H", "H", "H", "H", "H", "H", "H", "H", "H", "H", "H", "H", "H", "H", "H", "H", "H", "H", "H", "H", "H", "H", "H", "H", "H", "H", "H", "H", "H", "H", "H", "H", "H", "H", "H", "H", "H", "H", "H", "H", "H", "H", "H", "H", "H", "H", "H", "H", "H", "H", "H", "H", "H", "H", "H", "H", "H", "H", "H", "H", "H", "H", "H", "H", "H", "H", "H", "H", "H", "H", "H", "H", "H"], "positions_angstrom": [[-2.80106, 0.76288, -4.50194], [4.09825, -4.85753, 2.95497], [-2.17659, -5.42537, -1.56675], [-3.86041, 2.18525, -2.32530], [4.44659, 1.23847, -4.17457], [2.57523, -1.68512, -1.18474], [1.86451, -6.89771, 2.16287], [-4.79604, 1.55267, 0.42681], [4.72943, -4.06776, -1.10633], [-1.20984, -0.45789, 1.31636], [4.30236, -2.65301, 1.25205], [7.26329, -1.44263, 0.47854], [-0.34420, 2.27639, 4.88916], [-1.40680, -0.99986, 6.09045], [2.54359, 2.85715, 4.69656], [-1.52531, 0.87622, -7.39607], [-4.62832, -0.33406, 2.35459], [-0.43665, 4.82002, 3.91300], [-2.11564, 0.43240, 3.80301], [-1.47871, -3.29835, 1.20357], [-3.73248, -5.27283, 0.96273], [-0.13832, -4.32140, 6.43865], [-2.40183, -4.74753, -2.76386], [3.32180, 1.97124, -4.23451], [0.72397, 5.31502, 3.38794], [3.19090, -2.53563, -2.14525], [-3.83570, -4.02148, 1.51093], [-2.80397, -2.35862, -2.11779], [2.50584, 7.06773, 3.49076], [0.71628, 3.64368, 1.45073], [2.87413, -5.15767, 3.63612], [-3.72474, -6.67335, -3.38583], [5.93369, -0.91966, 0.71891], [4.27375, 3.66550, -2.87306], [2.58464, 6.93674, 1.99887], [-1.96082, -2.84167, -4.38435], [-3.27961, -3.12692, -5.10323], [1.74600, -5.55716, 2.55745], [5.17988, -1.72018, 1.73573], [1.83963, 3.62858, -3.11159], [-2.79868, 0.36243, -6.97359], [-4.95459, -4.56693, -2.66896], [-3.69371, -5.09443, -3.38657], [3.02630, 1.83890, -1.72268], [-3.72265, -4.62868, -4.87789], [-3.39196, 1.05637, 3.90085], [-3.28058, 1.12885, -5.78549], [1.78894, 0.02698, -4.38872], [3.08991, 2.73195, -2.96895], [0.60634, 2.91934, -3.61527], [1.07451, 6.64235, 4.02715], [-3.55124, 1.21020, -0.20821], [1.88246, 2.59897, 5.90660], [-0.39679, -2.97715, 6.90255], [0.03951, 7.71794, 3.82205], [3.39619, -3.97237, -1.55615], [-1.88903, -3.34665, -2.93476], [-0.45909, -3.25138, -2.43462], [-3.21924, 2.40444, -1.08224], [2.16615, 1.41498, -5.00046], [0.87201, 2.25686, -4.92286], [0.61720, 1.73376, 5.72189], [-1.11276, -2.32592, 5.75661], [-2.47972, -3.58522, 2.17635], [-4.52735, -0.03166, 3.74529], [2.28076, 5.57293, 1.46775], [-0.22440, 5.88246, 1.05076], [0.85760, 5.11163, 1.90536], [-0.20458, -0.32990, 0.32132], [1.24609, 6.40023, 5.56738], [2.59350, 1.22732, -6.46689], [2.46900, 5.52089, 0.39539], [-0.49496, -3.13095, -1.35189], [-5.51179, 1.21177, -0.11457], [-0.95754, 7.30857, 3.98460], [2.68856, -6.89670, 1.67038], [3.48465, 0.61037, -6.58230], [1.97835, 5.65500, 5.87808], [1.05377, 0.80036, 5.36655], [0.06117, -4.19084, -2.62132], [-5.45951, 0.51189, 3.89928], [-3.15351, -3.07592, -6.18471], [-5.34236, -3.65034, -3.11348], [-3.46337, 1.59748, 4.84436], [4.62585, -5.64862, 2.82301], [2.56885, -4.29469, 4.22786], [5.27035, 3.30729, -3.13109], [-0.17194, 3.21906, 1.91856], [3.58024, 7.23189, 1.66758], [-2.76287, 1.19676, 0.54438], [-3.50886, 1.80090, 3.11338], [0.29035, 6.08525, 5.98623], [-0.06010, 0.69169, -0.03022], [-1.47903, -4.06064, 0.62003], [-0.94341, 1.54698, 4.71448], [1.59270, 3.58153, 6.27904], [-2.19488, -1.49511, -1.85051], [-0.21394, 3.94631, 4.24257], [2.62040, 2.44324, -0.91144], [7.59509, -1.01909, -0.31652], [-1.19682, 5.44586, 1.27853], [0.19402, 1.47574, 6.69269], [5.96603, -2.12517, 2.37295], [-0.04192, 1.72371, -5.18472], [1.13858, -0.65297, -4.93899], [0.26084, 2.23951, -2.83645], [-0.91958, -2.89120, 7.85512], [1.89167, -4.93249, 1.67617], [-0.01173, 5.86692, -0.01818], [0.01229, -2.37155, -2.87256], [-0.11734, 3.72835, -3.71476], [2.46618, -2.58749, -2.95777], [-3.36062, -5.92098, 1.56541], [1.31862, 0.03175, -3.40542], [4.00423, 1.46229, -1.42281], [-3.91819, -7.05164, -2.38205], [2.81700, 8.05029, 3.84551], [3.03214, -6.01889, 4.28529], [1.92487, 4.56272, -3.66676], [3.22923, 6.34532, 3.86882], [-1.19165, -1.40098, 1.49486], [-4.77734, 2.45840, -2.24633], [2.61906, -0.67562, -4.31564], [-1.76674, -0.55835, 5.31772], [4.09092, -3.29657, 1.93229], [0.76350, -0.69474, 0.66458], [-3.60928, -1.90085, -2.69227], [2.90885, 2.19595, -6.85472], [2.74182, -4.43271, -0.81589], [4.14262, -2.22559, -2.57676], [2.47447, 0.89934, -1.75100], [3.02459, 4.92735, 1.93468], [4.17670, 4.55717, -3.49242], [-0.25451, 6.90198, 1.43519], [5.32241, -0.94938, -0.18306], [-4.25340, 0.43327, 1.91613], [-3.99116, -2.36651, -4.78138], [-1.17567, -3.36957, -4.92560], [0.76228, -5.33738, 2.97230], [0.55110, 3.54779, 0.37759], [1.51014, 2.96206, 1.75614], [-2.80178, -0.69943, -6.72753], [-2.13598, 2.36818, -1.19773], [4.17150, 0.47925, -3.65542], [3.11638, -1.72775, -0.39294], [-4.77676, -4.32498, -1.62114], [-1.71360, -1.78017, -4.37021], [-2.24278, -4.38363, 2.87956], [4.57132, -3.93263, -0.16913], [-4.36516, 1.02623, -5.82089], [-4.65020, -4.96751, -5.33935], [-0.88119, -4.80924, 6.80164], [1.76044, 0.86447, -7.06892], [-3.14320, 1.36525, -3.83735], [-3.59960, 3.36471, -0.73395], [-4.10447, -3.33923, 0.70445], [4.33783, 3.99706, -1.83669], [4.61423, -1.05308, 2.38621], [0.04870, 8.18806, 2.83869], [-3.15652, 2.19644, -5.96703], [0.59188, -2.54849, 7.06652], [-2.77500, -7.12206, -3.67698], [-0.89732, 0.63387, -6.71161], [-4.60009, -4.05141, 2.28741], [-2.52129, -2.69939, 2.81014], [-5.78395, -5.27258, -2.71709], [1.67517, 7.29932, 6.00969], [-3.14791, -2.84381, -1.20433], [-3.61509, 0.23634, -0.69363], [-2.98337, -5.19914, -5.44016], [1.65951, 4.11291, -2.15186], [-3.53373, 0.42311, -7.77616], [2.07748, 3.57104, 4.25531], [-2.99982, -5.30370, -1.08813], [-2.09060, -2.77630, 5.58609], [-4.42884, -0.88670, 4.41411], [-0.57887, -2.35194, 4.80667], [3.28696, -4.58939, -2.44803], [1.96441, 7.64312, 1.44712], [0.15438, 8.51990, 4.55128], [-1.99282, 0.08890, 2.91502], [2.68891, 2.26244, 6.55812], [6.06086, 0.10512, 1.06786], [0.99433, 3.05647, -5.65345], [-4.52642, -7.02042, -4.03771], [-0.33488, -0.96443, -0.55532]], "atomic_forces_ev_per_a": [[0.857, -0.860, -0.994], [-0.112, 0.356, 0.099], [0.063, 0.907, 0.158], [-0.024, 0.227, -1.208], [0.684, -1.390, -0.200], [0.473, 0.645, -0.373], [0.056, -0.128, 0.123], [-0.082, -0.365, 0.152], [-0.211, -0.567, 0.497], [0.201, 0.163, -0.295], [-0.855, -0.973, -1.507], [-0.941, -0.175, 0.225], [0.204, 0.578, -0.175], [0.308, 0.922, 0.851], [0.372, -0.384, -0.858], [-0.549, -0.691, -0.350], [0.833, -1.467, 0.541], [-1.638, 0.316, -0.123], [-0.193, 0.387, 0.872], [-0.254, -0.535, 0.630], [0.347, -1.645, -1.531], [-0.495, 0.085, 1.077], [0.472, 0.659, -3.307], [-3.139, 3.464, -0.662], [2.785, 0.247, -0.839], [-1.897, -1.523, 1.065], [0.929, 1.649, 1.692], [1.030, 0.238, -0.055], [-1.226, -1.115, 0.081], [-0.622, -0.406, 1.232], [-1.171, -0.859, -1.464], [-0.275, 0.717, 0.263], [0.397, -0.004, -0.701], [0.845, 1.082, 0.809], [0.448, 1.474, -1.328], [0.263, -1.594, -0.341], [-0.512, -1.063, 0.330], [1.200, 1.135, 1.403], [1.364, 1.334, 1.969], [-0.009, 0.157, 0.622], [0.854, 0.007, 0.584], [-0.161, 0.270, 0.087], [0.368, -1.350, -0.528], [0.002, -0.254, 0.437], [1.239, 0.604, 0.736], [-0.868, -1.567, 0.234], [-1.836, 0.936, 0.344], [0.143, -1.097, 0.054], [0.321, -0.205, -1.668], [0.278, 0.619, 1.321], [1.850, -0.919, 0.361], [-0.196, 1.902, 0.988], [-0.784, 1.497, -0.232], [1.212, -0.383, -1.128], [-0.648, 0.439, 0.046], [0.761, 0.442, -2.491], [-1.962, 0.429, 1.325], [-0.549, -0.356, 0.584], [0.101, -1.457, -0.633], [-0.101, -2.370, 0.788], [0.694, 0.837, -0.630], [2.489, -0.978, 1.649], [-1.121, 0.983, -0.044], [-1.097, 0.279, -0.414], [0.019, 2.799, -0.854], [-0.199, -0.377, 1.387], [0.464, 0.081, 1.591], [0.035, 0.361, -1.744], [1.131, -0.183, -0.518], [-0.100, -0.028, -0.645], [0.179, 0.638, 0.341], [-0.477, -0.064, -0.091], [0.280, 0.092, 0.082], [-0.125, -0.163, 0.137], [-0.065, -0.089, -0.041], [0.042, -0.543, -0.274], [-0.252, -0.367, 0.194], [0.060, -0.395, -0.715], [-0.432, -0.377, -0.595], [0.242, 0.200, -0.337], [-0.222, -0.136, 1.055], [0.038, 0.526, -0.017], [0.214, 0.144, -0.104], [0.158, -0.234, 0.139], [-0.016, -0.031, 0.082], [0.127, 0.043, -0.143], [-0.289, -0.758, 0.075], [-0.278, -0.019, 0.010], [0.309, -0.080, 0.058], [-0.253, -0.412, 0.399], [-0.097, 0.091, -0.169], [0.009, 0.425, 0.261], [-0.357, 0.125, 0.332], [0.322, -0.142, -0.597], [-0.464, -0.067, -0.707], [-0.297, 0.078, 0.546], [0.138, 0.076, 0.311], [-0.210, -0.551, 0.278], [0.113, -0.105, 0.235], [0.050, -0.018, -0.067], [-0.090, -0.060, -0.233], [-0.048, 0.193, 0.295], [-0.009, -0.558, 0.202], [0.367, -0.494, -0.305], [-0.538, 0.633, -0.798], [-0.223, -0.298, -0.081], [-0.308, -0.299, -0.129], [-0.057, 0.441, 0.034], [0.013, -0.077, 0.088], [0.242, -0.142, 0.038], [-0.537, -0.361, -0.159], [-0.011, -0.023, -0.085], [-0.014, 0.039, 0.235], [0.141, 0.528, 0.169], [0.361, 0.463, 0.002], [-0.181, 0.036, 0.022], [-0.328, 0.084, 0.022], [-0.175, 0.061, 0.166], [0.929, -0.369, -0.908], [0.020, -0.077, 0.385], [-0.355, -0.510, 0.021], [-0.018, 0.060, -0.069], [0.682, 0.342, 0.242], [-0.058, 0.176, -0.392], [0.057, -0.413, 0.399], [0.156, 0.275, 0.485], [-0.281, -0.523, 0.005], [-0.215, 0.187, -0.055], [-0.633, 0.866, 0.046], [0.212, 0.289, 0.366], [-0.583, 0.230, -0.495], [-0.062, -0.546, 0.021], [-0.401, -0.028, -0.064], [-0.108, 0.041, -0.522], [0.146, 0.282, -0.411], [-0.462, 0.012, -0.502], [-0.424, -0.231, -0.146], [0.271, 0.031, -0.188], [-0.043, -0.382, 0.018], [0.249, 0.312, -0.087], [0.389, 0.264, 0.003], [0.503, -0.270, 0.077], [0.041, 0.559, -0.580], [0.496, -0.865, 0.370], [0.111, -0.040, 0.409], [-0.005, -0.216, 0.149], [-0.102, 0.056, -0.028], [0.614, -0.414, -0.085], [1.109, 0.348, 0.458], [-0.484, -0.272, 0.306], [-0.384, 0.639, 0.172], [0.090, -0.575, -0.223], [0.083, -0.166, -0.018], [-0.235, 0.282, 0.224], [0.507, -0.193, 0.808], [-0.106, 0.102, 0.203], [0.104, 0.290, 0.163], [0.027, 0.471, 0.020], [0.168, -0.100, -0.001], [0.498, 0.179, -0.081], [-0.063, 0.321, -0.104], [0.011, 0.321, -0.259], [0.170, -0.016, 0.052], [-0.228, 0.499, 0.098], [-0.587, 0.180, -0.176], [0.121, -0.205, 0.029], [-0.618, 0.329, 0.118], [-0.108, 0.223, 0.004], [0.261, 0.231, -0.328], [0.339, -0.228, 0.226], [-0.155, -0.513, 0.622], [0.296, 0.557, -0.178], [-0.128, 0.389, -0.412], [-0.267, -0.062, 0.942], [-0.010, -0.918, -0.026], [0.163, -0.079, -0.325], [0.506, -0.387, 0.084], [0.165, -0.493, -0.056], [-0.401, 0.351, 0.302], [0.173, 0.016, 0.070], [0.414, -0.043, -0.696], [-0.675, -0.807, 0.358], [-0.311, 0.094, 0.007], [-0.112, 0.145, -0.226], [-0.012, -0.033, -0.049], [-0.756, 0.010, -0.103]], "lumo_energy_ev": 0.1, "homo_ev": -7.9}

=====

(2)
{"formula": "C7H8NO2", "method": "wB97M-V/def2-TZVPD", "symbols": ["O", "O", "N", "C", "C", "C", "C", "C", "C", "C", "H", "H", "H", "H", "H", "H", "H", "H"], "positions_angstrom": [[-1.63202, -2.86673, -0.25415], [-3.05367, 1.39604, 0.46699], [-2.01626, 0.76955, -0.01411], [0.91328, -0.21295, -0.18601], [-1.27506, -1.66538, -0.13103], [0.28280, 0.91211, -0.98803], [-2.24037, -0.60595, -0.02970], [-0.94025, 1.45273, -0.31353], [0.20751, -1.48315, 0.17972], [0.61160, -0.49492, 1.25474], [-0.98354, 2.55426, -0.16529], [-3.36940, -0.55114, 0.10420], [0.06199, 0.55117, -2.10678], [-0.13067, -0.09074, 1.80104], [1.96346, -0.31645, -0.30621], [1.14833, 1.67906, -1.03764], [1.38749, -0.87350, 1.86543], [0.76629, -2.45697, 0.19367]], "atomic_forces_ev_per_a": [[0.110, 0.538, -0.134], [0.057, 0.823, -0.217], [0.390, 0.299, 0.968], [0.123, -0.179, 0.452], [-1.074, -0.430, 0.805], [0.638, -0.430, -1.143], [-0.467, 0.126, -0.604], [0.622, 1.676, -0.671], [-0.141, -0.478, -0.259], [1.204, -1.643, -1.668], [-0.332, -1.123, 0.040], [1.645, -1.679, -0.347], [0.459, 0.593, 2.143], [-2.552, 1.742, 1.358], [0.858, -0.184, -0.696], [-1.831, -0.687, -0.101], [1.016, -0.048, 0.443], [-0.725, 1.084, -0.368]], "lumo_energy_ev": 3.8, "smiles": "[O-]C1=C[N+]([O-])=CC[C@H]2C[C@@H]12", "de_lowest_ev": 2.708, "homo_ev": -2.9, "charge": -1}

=====

(3)
{"formula": "C2H5N3OS", "method": "wB97M-V/def2-TZVPD", "symbols": ["S", "O", "N", "N", "N", "C", "C", "H", "H", "H", "H", "H"], "positions_angstrom": [[1.25386, -1.27508, -0.29868], [1.58319, 1.13123, -0.43777], [-2.41745, 0.09869, 0.04836], [-1.36585, -0.77471, -0.25196], [0.19136, 1.03803, -0.30853], [2.12734, 0.12117, 0.27436], [-0.09696, -0.18745, -0.24319], [-3.08258, 0.26418, -0.85007], [-1.96678, 0.93856, 0.44677], [-1.39410, -1.48446, 0.37801], [3.10845, -0.00055, -0.16991], [2.05951, 0.13038, 1.41260]], "atomic_forces_ev_per_a": [[-0.675, -2.216, -0.202], [-0.370, 2.326, 0.017], [-2.120, 1.050, -1.871], [0.905, 2.794, -1.802], [-0.882, 0.949, 0.039], [2.027, -1.077, 0.967], [-1.295, -1.818, -0.699], [2.570, -0.056, 2.832], [-1.068, -0.091, -0.743], [0.015, -2.736, 1.961], [0.662, 0.196, 0.828], [0.229, 0.679, -1.327]], "lumo_energy_ev": 0.7, "smiles": "NNC1=NOCS1", "de_lowest_ev": 4.444, "homo_ev": -9.1}

=====

Which formula does entry 1 have? C46H115N3O22